This record from OMol25 describes the molecule C4H7NO3 at a distorted geometry. The level of theory is wB97M-V/def2-TZVPD.

As for the molecular weight: 117.10 g mol⁻¹. The energy above the lowest of the compared OMol25 structures with the same formula, charge and spin is 437.4 kJ/mol. As for the LUMO energy: 0.015 Eh.

Each line ends with the Löwdin charge.
Positions of all 15 atoms, in Å:
C: -0.57870 -0.88729 1.32946  -0.004
N: 1.62224 -0.10489 -0.52604  0.106
C: 1.03071 1.15334 -0.87703  -0.577
C: -0.73863 -0.38084 -0.07035  -0.320
C: 0.27779 -0.35586 -1.06618  -0.131
O: 0.03359 1.54222 0.30258  -0.041
O: -1.98370 -0.30094 -0.55933  0.119
O: 1.52043 2.07107 -1.50295  0.063
H: 0.60101 1.84100 1.03270  0.100
H: -2.63564 -0.35878 0.15428  0.131
H: 2.33992 -0.31986 -1.21255  0.123
H: 0.13597 -0.82914 -2.02859  0.145
H: -1.24567 -0.36910 2.02161  0.094
H: -0.82607 -1.95423 1.33897  0.104
H: 0.44675 -0.74669 1.66342  0.087